Entry 1:
Density functional theory data (the ωB97M-V functional and the def2-TZVPD basis) for 2 unconnected molecules or ions with the total composition C6H11IN2S in a non-equilibrium geometry.

The geometry in ORCA input format:
```
! wB97M-V def2-TZVPD RIJCOSX def2/J DEFGRID3
* xyz 0 1
C 0.5201 1.1429 0.7069
C -1.2076 2.7292 1.5128
C 0.2890 -0.7278 -2.6875
C -0.0383 -2.0815 0.9429
C -0.2722 -1.5173 -1.5117
C 0.4441 -1.1846 -0.1997
N 0.1325 0.1559 0.1635
N -0.3994 3.4942 2.1603
S -2.6887 2.4229 1.0933
I 2.4615 1.6725 1.6378
H -0.1947 -1.0300 -3.6140
H 1.3606 -0.8990 -2.7898
H 0.1219 0.3394 -2.5420
H 0.1947 -3.1219 0.7235
H 0.4481 -1.8023 1.8755
H -1.1160 -1.9797 1.0699
H -0.1686 -2.5874 -1.7009
H -1.3343 -1.2914 -1.3937
H 1.5325 -1.3015 -0.3259
H 0.6073 3.2661 2.1785
H -0.6924 4.3014 2.7004
*
```

Orbital gap (alpha / beta): 0.255 / 0.237 hartree
Relative energy (zero: lowest compared OMol25 entry of this formula, charge and spin): 100.76 kJ/mol
Energy: -1040.51266 a.u.
Strongest force on any atom: 2.4 eV/Å

Entry 2:
Density functional theory data (the ωB97M-V functional and the def2-TZVPD basis) for 4 unconnected molecules or ions with the total composition C3H13NO4 in a non-equilibrium geometry.

The geometry in ORCA input format:
```
! wB97M-V def2-TZVPD RIJCOSX def2/J DEFGRID3
* xyz 0 1
N -0.3977 -0.3716 0.4095
C 0.7526 -0.9279 -0.3419
C 0.4122 -1.6583 -1.6283
C -0.6675 -0.9133 -2.4279
O -0.7165 -1.1192 -3.6177
H -1.1145 -1.0205 0.7356
H -0.0147 0.0249 1.2618
H 1.4072 -0.0728 -0.5086
H 1.2663 -1.6271 0.3451
H -0.0537 -2.6354 -1.4392
H 1.2901 -1.8633 -2.2376
H -1.3365 -0.2395 -1.8729
O -0.0484 1.2334 3.0849
H 0.3248 0.5538 3.6813
H -0.8411 1.6156 3.4558
O -2.2022 2.9397 -0.9398
H -1.6173 2.7550 -0.1942
H -2.6753 2.1039 -0.9457
O 2.6490 -0.0403 3.4010
H 2.6019 0.7517 2.8382
H 2.9396 -0.7881 2.8504
*
```

Orbital gap: 0.347 hartree
Relative energy (zero: lowest compared OMol25 entry of this formula, charge and spin): 191.41 kJ/mol
Energy: -477.78462 a.u.
SMILES: NCCC=O.O.O.O
Strongest force on any atom: 2.1 eV/Å

Entry 3:
Density functional theory data (the ωB97M-V functional and the def2-TZVPD basis) for C6H10 in the gas phase.

The geometry in ORCA input format:
```
! wB97M-V def2-TZVPD RIJCOSX def2/J DEFGRID3
* xyz 0 1
C 3.1240 0.5141 -0.2639
C 1.6675 0.3416 -0.1753
C 0.5020 0.0825 0.0087
C -0.8664 -0.3603 0.3533
C -1.5126 -1.1310 -0.8087
C -1.7472 0.7819 0.8851
H 3.5926 -0.1586 0.4607
H 3.5397 0.2632 -1.2460
H 3.4427 1.5311 -0.0176
H -0.7644 -1.0752 1.1837
H -1.7240 -0.4773 -1.6614
H -2.4575 -1.5854 -0.4903
H -0.8488 -1.9322 -1.1516
H -2.0110 1.5058 0.1068
H -2.6788 0.3746 1.2931
H -1.2432 1.3231 1.6929
*
```

Orbital gap: 0.382 hartree
Relative energy (zero: lowest compared OMol25 entry of this formula, charge and spin): 121.18 kJ/mol
Energy: -234.55636 a.u.
SMILES: CC#CC(C)C
Strongest force on any atom: 0.5 eV/Å

Entry 4:
Density functional theory data (the ωB97M-V functional and the def2-TZVPD basis) for 3 unconnected molecules or ions with the total composition C20H48ClFN6O5P2 in a non-equilibrium geometry.

The geometry in ORCA input format:
```
! wB97M-V def2-TZVPD RIJCOSX def2/J DEFGRID3
* xyz 0 1
C 0.7637 -0.4953 4.3569
C 1.1030 0.2437 3.0627
C 0.0483 0.1422 1.9827
F 0.2776 1.1547 1.0575
C -1.3302 0.4260 2.5603
O -1.6009 1.4747 3.0572
O -2.2131 -0.5911 2.4424
C -2.9301 -0.9610 3.6345
C -2.6903 -2.4470 3.9127
C -4.4188 -0.6471 3.5054
C -4.6609 0.8058 3.1768
O -4.8628 1.2299 2.0879
Cl -4.6185 1.8872 4.5835
H -0.1884 -0.1860 4.7925
H 1.5314 -0.2720 5.0986
H 0.7668 -1.5802 4.2306
H 2.0664 -0.1149 2.7016
H 1.2033 1.3061 3.2947
H 0.0789 -0.7983 1.4336
H -2.5367 -0.3815 4.4720
H -1.9607 -2.5841 4.7104
H -3.6208 -2.9287 4.2114
H -2.2953 -2.9372 3.0247
H -4.8525 -0.8377 4.4897
H -4.9188 -1.2977 2.7889
C 3.1624 -3.6044 -2.9259
N 3.1756 -2.8129 -1.7106
C 3.1623 -1.3661 -1.8895
P 3.4944 -3.3828 -0.1533
O 2.5827 -2.6366 0.7384
N 2.9773 -4.9913 0.0307
C 2.9295 -5.9766 -1.0308
C 1.9343 -5.2400 1.0189
N 5.1261 -3.8191 -0.3426
C 5.7215 -4.3991 0.8818
C 6.0063 -2.7172 -0.7854
H 4.0769 -4.1897 -3.0715
H 3.0717 -2.9463 -3.7891
H 2.3089 -4.2814 -2.9591
H 4.1662 -0.9365 -2.0028
H 2.6914 -0.8835 -1.0328
H 2.5779 -1.0953 -2.7686
H 2.0099 -5.9047 -1.6227
H 2.9667 -6.9818 -0.6009
H 3.7891 -5.8946 -1.6923
H 0.9337 -4.9874 0.6468
H 2.1117 -4.6705 1.9264
H 1.9437 -6.2990 1.2878
H 5.7498 -3.6829 1.7094
H 6.7406 -4.7191 0.6656
H 5.1584 -5.2728 1.1986
H 5.9270 -1.8253 -0.1562
H 5.7826 -2.4426 -1.8148
H 7.0409 -3.0567 -0.7661
C -0.0438 4.3080 -2.3847
N -1.2004 4.1653 -3.2476
C -1.0203 4.5613 -4.6354
P -2.7875 3.8665 -2.7359
O -3.3628 2.9566 -3.7483
N -2.8286 2.9525 -1.3141
C -1.8068 2.9720 -0.2822
C -3.4671 1.6424 -1.3828
N -3.0829 5.3330 -1.9207
C -4.4287 5.3979 -1.3093
C -2.9145 6.5416 -2.7521
H -0.1849 5.0498 -1.5911
H 0.8130 4.6376 -2.9726
H 0.2376 3.3606 -1.9241
H -1.2112 5.6291 -4.8100
H -1.6957 3.9963 -5.2783
H -0.0045 4.3430 -4.9671
H -0.9740 2.3061 -0.5176
H -2.2347 2.6432 0.6686
H -1.4254 3.9764 -0.1081
H -2.8127 0.8797 -1.8234
H -4.3815 1.6821 -1.9672
H -3.7356 1.3263 -0.3718
H -5.2272 5.3630 -2.0580
H -4.5205 6.3274 -0.7472
H -4.5683 4.5738 -0.6148
H -3.4915 6.5075 -3.6820
H -1.8641 6.6924 -2.9959
H -3.2356 7.4142 -2.1845
*
```

Orbital gap: 0.317 hartree
Energy: -2738.40121 a.u.
SMILES: CC[C@H](F)C(=O)O[C@H](C)CC(=O)Cl.CN(C)P(=O)(N(C)C)N(C)C.CN(C)P(=O)(N(C)C)N(C)C
Strongest force on any atom: 4.6 eV/Å

Entry 5:
Density functional theory data (the ωB97M-V functional and the def2-TZVPD basis) for a molecular structure, C10H11N3O in a non-equilibrium geometry.

The geometry in ORCA input format:
```
! wB97M-V def2-TZVPD RIJCOSX def2/J DEFGRID3
* xyz 2 1
C 3.1793 1.1503 0.1614
C 3.3850 -0.0339 -0.5143
C 1.8765 1.4866 0.6403
C 2.3265 -0.9198 -0.8130
C 0.8594 0.5288 0.5583
C 1.1058 -0.6389 -0.2610
C -2.6018 1.1017 -0.6273
C -2.3212 -1.2931 0.0979
C -0.5551 0.4642 0.9672
C -0.9378 -0.9549 0.6739
N 0.1177 -1.5079 -0.1552
N -3.0208 -0.1407 -0.3430
N -1.4012 1.5789 -0.2488
O -0.7551 2.5135 -0.7748
H 4.0200 1.8194 0.2891
H 4.4215 -0.3569 -0.7693
H 1.6481 2.4253 1.0975
H 2.3184 -1.9241 -1.2596
H -3.1894 1.8125 -1.1847
H -2.0335 -2.0596 -0.7302
H -2.8029 -1.9331 0.8395
H -0.8132 0.9487 1.8768
H -0.8004 -1.4095 1.5993
H -0.0974 -2.4400 -0.4289
H -3.9284 -0.2173 -0.6911
*
```

Orbital gap (alpha / beta): 0.266 / 0.253 hartree
Relative energy (zero: lowest compared OMol25 entry of this formula, charge and spin): 230.78 kJ/mol
Energy: -626.37076 a.u.
Strongest force on any atom: 3.6 eV/Å

Entry 6:
Density functional theory data (the ωB97M-V functional and the def2-TZVPD basis) for H2NO2P in the gas phase in a non-equilibrium geometry.

The geometry in ORCA input format:
```
! wB97M-V def2-TZVPD RIJCOSX def2/J DEFGRID3
* xyz 0 1
N -0.3896 -0.2862 0.2589
O -1.4565 0.5269 -0.2654
P -3.2168 -0.4789 -0.1269
O -4.1129 0.5701 0.2773
H -0.4039 -0.1145 1.3593
H 0.3644 0.0470 -0.2622
*
```

Orbital gap: 0.289 hartree
Relative energy (zero: lowest compared OMol25 entry of this formula, charge and spin): 274.80 kJ/mol
Energy: -547.70886 a.u.
SMILES: NOP=O
Strongest force on any atom: 4.5 eV/Å

What did the first record say?
Density functional theory data (the ωB97M-V functional and the def2-TZVPD basis) for 2 unconnected molecules or ions with the total composition C6H11IN2S in a non-equilibrium geometry.

The geometry in ORCA input format:
```
! wB97M-V def2-TZVPD RIJCOSX def2/J DEFGRID3
* xyz 0 1
C 0.5201 1.1429 0.7069
C -1.2076 2.7292 1.5128
C 0.2890 -0.7278 -2.6875
C -0.0383 -2.0815 0.9429
C -0.2722 -1.5173 -1.5117
C 0.4441 -1.1846 -0.1997
N 0.1325 0.1559 0.1635
N -0.3994 3.4942 2.1603
S -2.6887 2.4229 1.0933
I 2.4615 1.6725 1.6378
H -0.1947 -1.0300 -3.6140
H 1.3606 -0.8990 -2.7898
H 0.1219 0.3394 -2.5420
H 0.1947 -3.1219 0.7235
H 0.4481 -1.8023 1.8755
H -1.1160 -1.9797 1.0699
H -0.1686 -2.5874 -1.7009
H -1.3343 -1.2914 -1.3937
H 1.5325 -1.3015 -0.3259
H 0.6073 3.2661 2.1785
H -0.6924 4.3014 2.7004
*
```

Orbital gap (alpha / beta): 0.255 / 0.237 hartree
Relative energy (zero: lowest compared OMol25 entry of this formula, charge and spin): 100.76 kJ/mol
Energy: -1040.51266 a.u.
Strongest force on any atom: 2.4 eV/Å

Q: What is the formula in the fifth record?
A: C10H11N3O

Q: strongest force on any atom of number 6 (H2NO2P)?
A: 4.5 eV/Å

What did the fifth record say?
Density functional theory data (the ωB97M-V functional and the def2-TZVPD basis) for a molecular structure, C10H11N3O in a non-equilibrium geometry.

The geometry in ORCA input format:
```
! wB97M-V def2-TZVPD RIJCOSX def2/J DEFGRID3
* xyz 2 1
C 3.1793 1.1503 0.1614
C 3.3850 -0.0339 -0.5143
C 1.8765 1.4866 0.6403
C 2.3265 -0.9198 -0.8130
C 0.8594 0.5288 0.5583
C 1.1058 -0.6389 -0.2610
C -2.6018 1.1017 -0.6273
C -2.3212 -1.2931 0.0979
C -0.5551 0.4642 0.9672
C -0.9378 -0.9549 0.6739
N 0.1177 -1.5079 -0.1552
N -3.0208 -0.1407 -0.3430
N -1.4012 1.5789 -0.2488
O -0.7551 2.5135 -0.7748
H 4.0200 1.8194 0.2891
H 4.4215 -0.3569 -0.7693
H 1.6481 2.4253 1.0975
H 2.3184 -1.9241 -1.2596
H -3.1894 1.8125 -1.1847
H -2.0335 -2.0596 -0.7302
H -2.8029 -1.9331 0.8395
H -0.8132 0.9487 1.8768
H -0.8004 -1.4095 1.5993
H -0.0974 -2.4400 -0.4289
H -3.9284 -0.2173 -0.6911
*
```

Orbital gap (alpha / beta): 0.266 / 0.253 hartree
Relative energy (zero: lowest compared OMol25 entry of this formula, charge and spin): 230.78 kJ/mol
Energy: -626.37076 a.u.
Strongest force on any atom: 3.6 eV/Å